(1)
{"formula": "C3H3F3S", "method": "ωB97M-V/def2-TZVPD", "molar_mass_g_mol": 128.118, "homo_lumo_gap_ev": [8.9, 7.1], "e_homo_ev": [-9.5, -7.9], "de_lowest_kcal_mol": 80.0, "elements": ["C", "C", "C", "F", "F", "F", "S", "H", "H", "H"], "positions_angstrom": [[0.764, 0.872, -0.300], [0.850, 0.736, 1.147], [-1.098, -1.055, -0.940], [-1.900, -0.679, -1.994], [-1.790, -1.004, 0.294], [-0.758, -2.346, -1.154], [1.142, 1.729, -1.564], [1.393, 1.542, 1.668], [-0.130, 0.391, 1.577], [1.527, -0.185, 1.266]]}



(2)
{"formula": "C39H43As2ClMgSi2", "method": "ωB97M-V/def2-TZVPD", "molar_mass_g_mol": 777.547, "homo_lumo_gap_ev": [5.8, 4.6], "e_homo_ev": [-6.8, -6.8], "de_lowest_kcal_mol": 109.3, "elements": ["C", "C", "C", "H", "C", "C", "H", "H", "H", "H", "Mg", "Si", "C", "C", "H", "C", "H", "C", "H", "C", "H", "C", "H", "C", "C", "H", "C", "H", "C", "H", "C", "H", "C", "H", "H", "Si", "C", "C", "H", "C", "H", "C", "H", "C", "H", "C", "H", "C", "C", "H", "C", "H", "C", "H", "C", "H", "C", "H", "H", "Cl", "C", "As", "C", "C", "C", "C", "C", "C", "C", "As", "C", "C", "H", "H", "H", "H", "H", "H", "H", "H", "H", "H", "H", "H", "H", "H", "H", "H"], "positions_angstrom": [[-2.686, -1.749, 3.345], [-3.435, -2.041, 2.173], [-2.618, -2.821, 1.298], [-4.439, -1.701, 1.953], [-1.346, -2.961, 1.929], [-1.380, -2.295, 3.178], [-0.546, -2.195, 3.877], [-3.039, -1.182, 4.210], [-2.932, -3.255, 0.349], [-0.479, -3.454, 1.504], [-2.019, -0.997, -1.117], [-1.716, -0.709, -3.478], [-1.265, 0.864, -4.370], [-0.043, 0.893, -5.068], [0.660, 0.059, -4.996], [0.300, 1.979, -5.877], [1.260, 1.976, -6.405], [-0.569, 3.070, -5.971], [-0.297, 3.925, -6.595], [-1.766, 3.079, -5.241], [-2.431, 3.946, -5.298], [-2.102, 1.993, -4.426], [-3.022, 2.013, -3.832], [-1.421, -1.949, -4.821], [-2.066, -1.747, -6.060], [-2.982, -1.156, -6.106], [-1.474, -2.219, -7.240], [-1.918, -1.971, -8.212], [-0.309, -3.003, -7.176], [0.168, -3.341, -8.101], [0.225, -3.357, -5.931], [1.106, -4.002, -5.883], [-0.361, -2.876, -4.754], [0.037, -3.184, -3.787], [-3.028, -0.863, -2.597], [2.848, 0.014, -2.559], [2.136, -1.392, -1.559], [0.783, -1.764, -1.698], [0.148, -1.209, -2.446], [0.291, -2.939, -1.130], [-0.758, -3.246, -1.272], [1.146, -3.793, -0.415], [0.784, -4.752, -0.021], [2.482, -3.419, -0.220], [3.147, -4.064, 0.352], [2.968, -2.226, -0.777], [4.018, -1.952, -0.647], [1.808, 1.519, -2.286], [0.666, 1.492, -1.461], [0.475, 0.638, -0.804], [-0.238, 2.559, -1.467], [-1.169, 2.451, -0.903], [0.041, 3.741, -2.150], [-0.670, 4.573, -2.124], [1.244, 3.837, -2.856], [1.486, 4.771, -3.363], [2.106, 2.744, -2.939], [3.013, 2.829, -3.537], [4.139, 0.245, -2.090], [-1.830, 0.494, 0.631], [2.652, -0.345, 3.200], [2.073, 1.381, 3.953], [3.736, 1.872, 4.875], [1.089, 0.656, 5.541], [1.815, 0.082, 6.586], [1.125, -0.453, 7.685], [-0.271, -0.398, 7.740], [-0.998, 0.193, 6.694], [-0.324, 0.727, 5.597], [-1.328, 1.467, 4.029], [-2.934, 1.948, 5.046], [-0.621, 3.313, 4.026], [3.747, -0.375, 3.266], [2.320, -0.347, 2.152], [2.184, -1.164, 3.753], [3.498, 2.251, 5.876], [4.402, 1.005, 4.915], [4.168, 2.674, 4.263], [2.910, 0.057, 6.554], [1.694, -0.915, 8.496], [-0.799, -0.808, 8.600], [-2.084, 0.242, 6.754], [-2.640, 2.373, 6.012], [-3.479, 2.679, 4.439], [-3.539, 1.044, 5.177], [-0.394, 3.629, 5.050], [0.278, 3.348, 3.398], [-1.410, 3.940, 3.591]]}



(3)
{"formula": "C49H38Cl3CrNO2S3", "method": "ωB97M-V/def2-TZVPD", "molar_mass_g_mol": 927.404, "homo_lumo_gap_ev": [6.1, 6.3], "e_homo_ev": [-6.4, -6.6], "de_lowest_kcal_mol": 20.1, "multiplicity": 5, "s2": 6.04, "elements": ["Cr", "C", "C", "C", "C", "C", "C", "C", "S", "O", "C", "C", "C", "C", "C", "C", "C", "C", "C", "C", "C", "C", "C", "C", "C", "C", "C", "C", "C", "C", "S", "O", "C", "C", "C", "C", "C", "C", "C", "H", "H", "H", "H", "H", "H", "H", "H", "H", "H", "H", "H", "H", "H", "H", "H", "H", "H", "H", "H", "H", "H", "H", "H", "H", "H", "Cl", "C", "C", "C", "C", "C", "Cl", "C", "S", "H", "H", "H", "C", "C", "N", "H", "H", "H", "Cl", "C", "C", "C", "C", "C", "C", "C", "H", "H", "H", "H", "H", "H"], "positions_angstrom": [[-0.884, -2.492, -0.994], [-3.343, 0.681, 7.407], [-2.536, 0.672, 6.138], [-3.174, 0.550, 4.902], [-2.453, 0.535, 3.723], [-1.070, 0.648, 3.781], [-0.410, 0.746, 4.992], [-1.149, 0.768, 6.168], [-0.133, 0.578, 2.269], [-1.015, -0.090, 1.272], [-0.122, 2.326, 1.815], [-0.694, 3.335, 2.623], [-0.630, 4.638, 2.232], [0.016, 5.003, 1.028], [0.098, 6.357, 0.616], [0.744, 6.696, -0.536], [1.342, 5.695, -1.333], [1.274, 4.383, -0.966], [0.601, 3.996, 0.224], [0.514, 2.631, 0.637], [1.189, 1.602, -0.214], [2.591, 1.381, -0.032], [3.322, 2.004, 1.012], [4.657, 1.762, 1.171], [5.336, 0.891, 0.292], [4.660, 0.283, -0.726], [3.274, 0.510, -0.913], [2.562, -0.121, -1.963], [1.223, 0.065, -2.099], [0.541, 0.926, -1.212], [-1.251, 0.998, -1.389], [-1.666, -0.418, -1.658], [-1.291, 1.776, -3.002], [-1.100, 3.145, -3.110], [-1.149, 3.737, -4.362], [-1.404, 2.980, -5.503], [-1.446, 3.620, -6.863], [-1.620, 1.612, -5.360], [-1.568, 1.002, -4.116], [-4.025, 1.533, 7.425], [-2.702, 0.742, 8.285], [-3.948, -0.222, 7.489], [-4.254, 0.457, 4.868], [-2.938, 0.412, 2.763], [0.672, 0.805, 5.020], [-0.639, 0.846, 7.120], [-1.196, 3.070, 3.542], [-1.076, 5.413, 2.843], [-0.361, 7.116, 1.237], [0.803, 7.733, -0.843], [1.856, 5.972, -2.245], [1.730, 3.625, -1.589], [2.808, 2.676, 1.688], [5.200, 2.243, 1.974], [6.395, 0.711, 0.427], [5.171, -0.389, -1.406], [3.097, -0.772, -2.641], [0.661, -0.451, -2.868], [-0.919, 3.748, -2.228], [-0.999, 4.806, -4.453], [-1.484, 4.706, -6.789], [-2.318, 3.286, -7.427], [-0.561, 3.354, -7.444], [-1.842, 1.012, -6.235], [-1.754, -0.058, -3.994], [-2.481, -2.625, 1.037], [-3.396, -4.051, 0.580], [-3.927, -4.803, 1.609], [-4.690, -5.919, 1.306], [-4.903, -6.248, -0.023], [-4.354, -5.474, -1.031], [-4.672, -5.954, -2.669], [-3.562, -4.337, -0.784], [-2.887, -3.376, -2.067], [-3.742, -4.512, 2.634], [-5.113, -6.525, 2.095], [-5.495, -7.112, -0.293], [2.984, -2.271, 1.492], [1.718, -2.217, 0.784], [0.734, -2.203, 0.201], [2.842, -2.757, 2.456], [3.367, -1.261, 1.640], [3.686, -2.855, 0.895], [-0.077, -5.585, -0.308], [1.511, -5.084, -0.831], [2.610, -5.640, -0.200], [3.892, -5.241, -0.558], [4.038, -4.286, -1.557], [2.922, -3.744, -2.175], [1.609, -4.111, -1.838], [0.428, -3.472, -2.432], [2.455, -6.387, 0.568], [4.754, -5.684, -0.078], [5.028, -3.978, -1.872], [3.055, -3.030, -2.979], [-0.278, -4.216, -2.805], [0.729, -2.827, -3.264]]}